Here is C3H2Cl2N2 as an isolated structure at a distorted geometry from OMol25. Energies are from ωB97M-V with the def2-TZVPD basis set.

Kohn-Sham gap (spin up / spin down) (eV): 6.79 / 6.91
Lowest unoccupied orbital energy (spin up / spin down) (eV): 0.615 / -2.564
Energy above the lowest of the compared OMol25 structures with the same formula, charge and spin (eV): 2.6240
Spin multiplicity: 3
Net charge: 0

Last column: Löwdin spin population.
Atoms and positions in Å:
C: -0.86398 1.20497 -0.24702  0.43
C: -1.10167 0.64755 0.97907  0.42
C: 0.94294 -0.45735 -1.23599  0.50
N: -0.30161 -0.56763 0.79496  0.15
N: 0.06827 0.02924 -0.41814  0.24
Cl: -1.99425 0.96781 2.36898  0.12
Cl: 1.30828 0.32392 -2.68249  0.12
H: 1.47525 -1.36844 -0.99553  0.03
H: 0.46678 -0.78008 1.43617  0.01